49
Properties=species:S:1:pos:R:3:mulliken_charge:R:1 method="wB97M-V/def2-TZVPD" relative_energy_kcal_mol=43.3 orbital_gap_ev="7.05 / 7.05" total_charge=+2 homo_energy_ev="-13.8191 / -13.8210" lumo_ev="-6.77 / -6.77"
Pd 1.04965 -0.76477 -0.37177 0.43
C -0.48324 -2.00878 2.72027 -1.28
As 0.69293 -0.68482 1.97219 0.79
C 2.36959 -0.84773 2.90867 -1.03
C -0.02097 1.02384 2.49786 0.40
C -0.67538 1.21542 3.70782 -0.56
C -1.13902 2.48117 4.04201 -0.70
C -0.94054 3.54719 3.17665 -0.73
C -0.27870 3.35681 1.97045 -0.53
C 0.17854 2.09081 1.62692 -0.03
As 1.12370 1.72638 -0.02039 1.00
C 0.37264 2.99559 -1.27141 -1.39
C 2.90900 2.41185 0.28347 -1.18
H -0.41432 -1.95146 3.80597 0.47
H -0.17359 -3.00149 2.40053 0.44
H -1.50017 -1.80653 2.39270 0.36
H 2.22030 -0.49593 3.92864 0.43
H 3.11951 -0.24200 2.40667 0.25
H 2.70009 -1.88461 2.91507 0.42
H -0.83773 0.39563 4.39668 0.35
H -1.65618 2.63310 4.97962 0.42
H -1.30288 4.53164 3.44035 0.42
H -0.12982 4.20381 1.31187 0.37
H 0.70093 4.00033 -1.00756 0.48
H -0.71420 2.95265 -1.22754 0.38
H 0.72322 2.77128 -2.27727 0.42
H 2.84810 3.34922 0.83430 0.44
H 3.39604 2.58046 -0.67604 0.43
H 3.48494 1.67906 0.84196 0.30
O 3.44268 -1.11507 -0.47848 -0.48
S 3.21457 -1.18504 -1.94836 0.38
N 1.78292 -1.01686 -2.34544 -0.49
N -2.51517 0.28070 -3.37421 -0.26
C -1.23536 -0.52215 -3.36509 -0.68
P -1.55128 -1.75911 -2.03756 1.06
O -2.91172 -2.27795 -2.41010 -0.92
O -1.28257 -1.09454 -0.72054 -0.64
C -0.46479 -3.22730 -2.34849 -0.85
N -1.41397 -4.38704 -2.53479 -0.20
H -2.64730 0.77250 -2.48686 0.29
H -3.29964 -0.38032 -3.46799 0.36
H -2.54220 0.96255 -4.13328 0.38
H -0.38095 0.12943 -3.20660 0.30
H -1.17138 -0.99719 -4.34261 0.38
H 0.22420 -3.44328 -1.53677 0.33
H 0.11605 -3.10115 -3.26045 0.39
H -2.35177 -3.94142 -2.69975 0.35
H -1.48438 -4.96497 -1.69804 0.35
H -1.15040 -4.98990 -3.31323 0.35



67
Properties=species:S:1:pos:R:3:mulliken_charge:R:1 method="wB97M-V/def2-TZVPD" orbital_gap_ev=1.35 homo_energy_ev=-7.2179 lumo_ev=-5.87
C -1.23623 0.41225 -0.15298 -0.77
C -0.86844 -0.73440 -1.26707 0.63
O -2.17810 -1.15975 -1.86344 -0.56
C 0.04182 -0.19394 -2.53156 -0.50
N 1.39358 0.35705 -2.13561 0.19
C 1.78028 1.59458 -2.91411 -0.30
C 2.58209 2.67080 -1.92892 -0.55
O 1.94170 4.00045 -1.89658 -0.34
C 0.85271 4.06210 -0.90479 0.29
C -0.64532 3.53091 -1.40503 -0.05
O -0.89451 4.58164 -2.43891 -0.50
B -0.72115 5.82230 -1.62744 0.60
O 0.49889 5.51656 -0.80547 -0.42
H -1.71653 -0.13616 0.79190 0.32
H -2.11357 1.07481 -0.61471 0.15
H -0.33247 1.08419 0.17663 0.15
H -0.34303 -1.62302 -0.71163 -0.16
H -2.47684 -0.32576 -2.36958 0.38
H -0.57014 0.56031 -3.18430 0.38
H 0.22621 -1.14827 -3.22467 0.08
H 2.08440 -0.38366 -2.46039 -0.19
H 0.89443 2.15517 -3.43344 0.26
H 2.52283 1.25824 -3.78556 0.43
H 2.77715 2.20136 -0.87300 0.28
H 3.64995 2.81038 -2.44362 0.22
H 1.17966 3.65123 0.14885 0.30
H -1.33703 3.74293 -0.48436 0.29
H -0.69146 2.49267 -1.94302 -0.19
H -0.70667 6.84881 -2.23973 -0.08
H -1.76222 5.88069 -1.04909 0.21
C 2.57752 -4.05200 -1.91856 -0.26
Br 3.14164 -2.44814 -2.86392 -0.09
Br 2.08665 -3.67077 -0.07521 0.47
Br 1.16085 -4.98999 -2.86578 0.02
H 3.44087 -4.72480 -1.88693 0.25
O 1.33168 -2.90633 2.80603 -0.91
V -0.33650 -3.45672 2.83004 1.47
O -2.00469 -4.00711 2.85406 -0.72
Mg 4.48136 -4.89358 0.09210 -0.06
O 0.65777 0.09403 -5.29771 -0.64
H 0.62559 -0.70631 -5.78949 0.11
C -1.12610 10.61946 -1.84502 -0.31
C -2.41424 11.10943 -1.26742 -0.37
O -3.23497 9.95687 -1.27813 -0.32
C -2.40122 8.87589 -1.27676 0.60
O -2.76747 7.72383 -1.11460 -0.52
O -1.10482 9.25241 -1.47940 -0.28
H -0.25920 11.14415 -1.43414 0.28
H -1.10245 10.69362 -2.93727 0.28
H -2.30429 11.45580 -0.23435 0.27
H -2.86064 11.90913 -1.86480 0.30
F 0.19872 -6.89002 3.50042 -0.25
P -0.15561 -7.80032 4.71431 0.96
F -0.58501 -8.59678 3.44589 -0.32
F -0.50971 -6.50661 5.50782 -0.29
F 0.24335 -9.16030 5.36258 -0.33
F -1.59386 -8.02267 5.27140 -0.33
F 1.31525 -7.62600 5.19975 -0.14
Ca -0.78517 -5.05332 -4.58995 1.20
F 2.07774 -6.38978 6.27862 -0.19
C 0.32045 -10.46147 8.66771 -0.26
Cl 1.37263 -9.82160 9.93587 -0.19
Cl 0.85846 -9.93412 7.06845 0.03
H 0.33913 -11.55333 8.70725 0.26
H -0.69813 -10.10358 8.83625 0.25
O -1.63856 -5.21143 -0.68341 -0.74
H -2.17903 -4.45199 -0.80406 0.20



51
Properties=species:S:1:pos:R:3:mulliken_charge:R:1 method="wB97M-V/def2-TZVPD" relative_energy_kcal_mol=2.7 spin_multiplicity=5 orbital_gap_ev="8.41 / 5.82" total_charge=+3 homo_energy_ev="-18.2189 / -19.2475" lumo_ev="-9.81 / -13.43"
Ru -0.08812 0.12735 0.21036 0.88
N 1.92261 0.63464 -0.08183 -0.35
C 2.84072 0.91233 1.07597 -0.59
C 2.81498 -0.20325 2.11871 -0.12
C 2.15065 0.19514 3.43865 -1.11
C 0.76373 0.79767 3.31024 -0.49
N -0.15865 -0.09458 2.54019 -0.33
H 2.35893 -0.06523 -0.68122 0.20
H 1.88090 1.49224 -0.64228 0.40
H 2.53708 1.87149 1.49349 0.35
H 3.83760 1.05163 0.65801 0.46
H 3.83471 -0.52142 2.33413 0.40
H 2.31609 -1.08104 1.68828 0.04
H 2.77714 0.92742 3.95162 0.34
H 2.11260 -0.67447 4.09963 0.42
H 0.77615 1.76290 2.80290 0.20
H 0.35255 0.96591 4.30598 0.48
H -1.10905 0.15417 2.80249 0.31
H -0.02484 -1.05287 2.85841 0.28
F -0.41986 1.95613 0.48608 -0.69
B 0.60670 4.12647 -0.02154 0.66
F 1.49477 3.44958 -0.75747 -0.31
F 0.86798 4.34392 1.24305 -0.19
F -0.51462 4.51549 -0.58085 -0.19
C -2.90414 2.04603 -0.99746 -1.23
C -3.19151 0.76853 -0.35405 0.40
N -2.31256 -0.13374 0.17591 0.43
C -3.02811 -1.14631 0.65304 -0.29
C -4.42372 -0.89002 0.43258 -0.35
N -4.46648 0.29040 -0.17767 0.00
H -1.89688 2.07792 -1.40268 0.23
H -2.97102 2.84390 -0.24121 0.37
H -3.64540 2.26770 -1.76736 0.49
H -2.59945 -2.01831 1.12500 0.50
H -5.29516 -1.47933 0.68432 0.44
H -5.30941 0.77336 -0.48048 0.26
S 0.04638 -2.07793 -0.57364 -0.41
C 1.67272 -2.56254 -1.07689 0.45
N 2.22838 -1.98435 -2.12897 -0.14
C 3.49854 -2.46507 -2.72146 -0.60
C 4.35108 -3.08733 -1.63107 -0.53
C 3.55329 -4.13241 -0.87241 -0.57
N 2.27054 -3.53729 -0.43423 -0.09
H 1.63544 -1.38734 -2.68862 0.24
H 3.99132 -1.61096 -3.18041 0.38
H 3.25959 -3.18519 -3.50539 0.36
H 4.71003 -2.31735 -0.94439 0.26
H 5.22735 -3.55259 -2.07894 0.37
H 4.07590 -4.47103 0.01918 0.39
H 3.33223 -5.00281 -1.49141 0.33
H 1.78832 -3.94407 0.35350 0.24



51
Properties=species:S:1:pos:R:3:mulliken_charge:R:1 method="wB97M-V/def2-TZVPD" orbital_gap_ev=7.41 homo_energy_ev=-7.6285 lumo_ev=-0.21
Br 2.40746 1.23759 0.95383 -0.01
C 3.20826 0.65728 2.62622 -0.66
C 2.50841 -0.60317 3.20431 -0.59
Br 2.97692 -2.27763 2.26357 0.03
H 3.34279 1.50699 3.29553 0.52
H 4.24718 0.44165 2.37669 0.42
H 1.43175 -0.48689 3.08031 0.22
H 2.76602 -0.85394 4.23332 0.48
Br 0.45105 -2.41787 -0.49556 -0.04
C 0.47802 -0.92256 0.80787 1.41
C -0.85764 -0.19350 0.67101 -1.88
Br -0.90597 1.62625 1.58562 -0.05
H 1.34639 -0.27953 0.66455 -2.33
H 0.63388 -1.36065 1.79372 0.60
H -1.47282 -0.88633 1.24517 1.26
H -1.24591 -0.22960 -0.34685 0.66
Br 4.84849 -2.77085 -2.68613 -0.20
C 3.82786 -1.31874 -1.72219 -0.91
C 3.45540 -1.66449 -0.22672 0.29
Br 2.82220 -3.56381 -0.14144 -0.27
H 2.89597 -1.36993 -2.28528 0.29
H 4.43180 -0.42444 -1.87574 0.47
H 2.74676 -0.92261 0.14145 -0.45
H 4.35256 -1.58941 0.38774 0.77
Br -1.94374 3.44630 -2.03103 -0.12
C -0.71469 1.87242 -1.61251 0.41
C 0.50838 2.14239 -0.85844 -0.35
Br 1.85826 3.15789 -1.89481 -0.11
H -0.42482 1.31195 -2.50130 0.62
H -1.28495 1.24306 -0.92927 -0.63
H 1.11401 1.26276 -0.64034 -0.27
H 0.26111 2.62945 0.08482 0.72
Br -3.80342 -3.19606 -4.85452 -0.19
C -2.91611 -1.92185 -3.56288 -0.77
C -2.03715 -2.60714 -2.48126 -0.55
Br -2.22754 -1.57103 -0.74069 -0.43
H -3.74049 -1.42970 -3.04683 0.36
H -2.34224 -1.11050 -4.01062 0.41
H -0.99531 -2.77054 -2.75688 0.42
H -2.39941 -3.60016 -2.21522 0.44
Br -3.56334 1.46453 0.94922 -0.03
C -2.32967 2.86884 1.58990 -0.58
C -3.09757 4.22451 1.78500 -0.64
Br -3.85502 4.62762 -0.03305 -0.21
H -1.49136 3.03218 0.91266 0.20
H -2.08512 2.58610 2.61379 0.33
H -2.52829 5.13980 1.94708 0.39
H -3.90900 4.09921 2.50192 0.42
O -2.13720 -2.64880 1.10618 -0.76
H -1.67537 -3.20271 0.47680 0.45
H -2.93688 -2.38420 0.65151 0.42